[1]
Here is 2 unconnected molecules or ions with the total composition C5H11NO in a non-equilibrium geometry from the OMol25 dataset. Energies are from ωB97M-V/def2-TZVPD.

Calculated values
Max |F|: 0.060 Eh/bohr
Frontier orbital gap (spin up / spin down): 8.41 / 8.11 eV
Energy relative to the best compared isomer or geometry (same formula, charge and spin): 443.9 kJ/mol
Charge: 0

Last column: natural (NBO) charge in e.
Element x y z (Å)
O1 0.558 -2.056 -0.067  -0.69
N1 -2.174 -0.798 0.492  -0.63
C1 0.952 0.263 1.905  -0.54
C2 -1.442 1.198 -0.450  -0.66
C3 1.109 0.033 -1.287  -0.69
C4 -1.197 -0.232 -0.083  0.20
C5 0.208 -0.706 -0.275  0.32
H1 0.836 -0.599 2.477  0.19
H2 1.804 -0.638 -1.799  0.21
H3 -0.994 1.328 -1.495  0.20
H4 1.773 0.827 -0.742  0.24
H5 1.260 -2.173 -0.731  0.48
H6 -1.975 -1.772 0.723  0.34
H7 -0.905 1.843 0.233  0.22
H8 0.199 1.061 1.884  0.18
H9 1.930 0.545 1.568  0.17
H10 0.557 0.535 -2.067  0.22
H11 -2.498 1.341 -0.287  0.25

[2]
Here is 9 unconnected molecules or ions with the total composition C34H47F8N2O26P2 in a non-equilibrium geometry from the OMol25 dataset. Energies are from ωB97M-V/def2-TZVPD.

Calculated values
Max |F|: 0.052 Eh/bohr
Frontier orbital gap: 8.99 eV
Charge: +1

Last column: Mulliken charge in e.
Element x y z (Å)
P1 -0.188 -0.408 -1.638  0.25
P2 1.350 0.696 -2.669  -0.32
F1 4.129 7.826 -7.716  -0.28
F2 4.194 8.526 -0.588  -0.29
F3 0.661 -7.987 -1.650  -0.28
F4 0.878 2.307 0.745  -0.18
F5 -3.513 5.572 -7.381  -0.28
F6 -4.112 -1.836 7.355  -0.27
F7 -5.225 -6.555 7.823  -0.32
F8 -3.359 -1.718 4.059  -0.31
O1 4.069 4.123 -1.133  -0.47
O2 -2.316 -3.851 9.496  -0.34
O3 -1.472 3.581 -5.448  -0.21
O4 -1.790 5.738 -5.927  -0.34
O5 3.550 3.233 4.174  -0.47
O6 5.762 8.207 -6.197  -0.30
O7 -1.395 -0.350 0.871  -0.56
O8 -3.450 -0.725 -2.091  -0.53
O9 5.242 5.690 -2.241  -0.28
O10 -3.339 -3.973 4.271  -0.29
O11 7.222 7.793 -4.527  -0.52
O12 -5.094 -10.958 7.236  -0.50
O13 -3.513 -4.000 7.622  -0.24
O14 -3.218 -6.145 3.660  -0.49
O15 -0.094 -6.065 1.107  -0.18
O16 2.522 2.582 2.268  -0.31
O17 1.311 2.990 4.103  -0.34
O18 -2.368 -4.536 2.342  -0.29
O19 -5.210 -8.815 7.933  -0.37
O20 1.379 -6.136 -0.565  -0.30
O21 4.018 6.274 -0.473  -0.31
O22 1.329 -4.354 0.816  -0.54
O23 -4.229 -9.298 5.987  -0.34
O24 6.387 6.110 -5.761  -0.31
O25 -0.349 5.146 -4.295  -0.43
O26 -2.357 -5.790 8.362  -0.49
N1 -1.604 0.487 -1.284  0.71
N2 -0.678 -1.734 -2.502  -0.16
C1 -3.412 0.836 0.431  -1.39
C2 -2.342 5.010 -7.014  0.21
C3 -4.278 -7.868 6.074  -0.19
C4 -2.999 -5.004 3.447  0.55
C5 1.521 -3.001 -2.256  -0.83
C6 5.296 7.125 -2.164  -0.47
C7 4.063 0.922 -2.127  -1.48
C8 -2.806 -2.535 9.219  -0.47
C9 -2.615 -2.833 3.846  0.42
C10 0.692 2.377 -3.030  0.24
C11 -2.937 1.283 -3.293  -1.26
C12 -1.127 4.859 -5.137  0.59
C13 -0.410 -7.236 0.339  -0.50
C14 4.411 5.251 -1.273  0.59
C15 2.567 2.970 3.585  0.49
C16 -2.074 0.258 0.063  0.70
C17 0.385 2.751 3.042  -0.43
C18 -2.724 0.252 -2.232  0.35
C19 2.716 0.755 -1.439  0.38
C20 0.877 -7.462 -0.423  0.34
C21 1.230 3.477 -2.106  -1.42
C22 0.908 -5.414 0.487  0.61
C23 5.364 7.436 -7.318  0.27
C24 5.362 6.032 -6.757  -0.33
C25 6.528 7.408 -5.403  0.69
C26 -2.538 3.637 -6.410  -0.42
C27 0.388 -2.512 -3.176  -0.78
C28 -2.420 -3.108 2.373  -0.08
C29 -2.694 -4.661 8.482  0.63
C30 -4.472 -7.658 7.555  0.46
C31 4.884 7.372 -0.732  0.29
C32 1.251 2.031 2.034  0.32
C33 -4.870 -9.811 7.067  0.57
C34 -3.951 -2.822 8.274  0.35
H1 1.446 3.147 -1.106  0.29
H2 1.616 -8.069 0.101  0.28
H3 -2.030 1.514 -3.835  0.32
H4 -3.314 1.162 1.455  0.44
H5 0.023 3.702 2.650  0.30
H6 4.292 1.958 -2.329  0.25
H7 4.579 7.554 -2.866  0.28
H8 -1.224 -2.351 -1.910  0.35
H9 -0.390 2.385 -2.978  -0.20
H10 1.474 -2.619 -1.244  0.37
H11 -3.556 -7.614 8.128  0.42
H12 5.597 5.272 -7.496  0.28
H13 -4.907 -3.016 8.761  0.25
H14 -1.507 -2.677 1.973  0.06
H15 -2.024 -1.950 8.732  0.28
H16 -2.451 2.831 -7.133  0.32
H17 -0.681 -8.064 0.986  0.31
H18 5.705 7.356 -0.014  0.30
H19 -5.125 -7.497 5.496  0.15
H20 -1.240 -7.016 -0.334  0.26
H21 0.921 2.615 -4.060  0.52
H22 6.069 7.599 -8.134  0.29
H23 6.289 7.493 -2.398  0.34
H24 -3.348 2.161 -2.801  0.31
H25 -3.368 -7.420 5.695  0.15
H26 4.146 0.306 -3.014  0.43
H27 2.703 -0.219 -0.952  0.47
H28 -0.111 -3.382 -3.584  0.52
H29 2.479 -2.780 -2.706  0.22
H30 4.409 5.795 -6.282  0.23
H31 -0.458 2.158 3.389  0.27
H32 2.559 1.484 -0.657  -0.22
H33 1.294 0.948 2.164  0.30
H34 -3.731 1.633 -0.225  0.33
H35 0.780 -1.991 -4.035  0.43
H36 -3.113 -2.034 10.133  0.29
H37 0.467 4.241 -2.017  0.50
H38 -1.690 -2.758 4.420  0.31
H39 2.085 3.941 -2.568  0.23
H40 -4.122 0.018 0.410  0.38
H41 -3.272 -2.761 1.786  0.10
H42 4.823 0.574 -1.436  0.43
H43 1.455 -4.077 -2.172  0.26
H44 -1.650 5.041 -7.857  0.30
H45 0.384 -0.838 -0.437  0.07
H46 -3.693 0.917 -3.971  0.48
H47 -3.498 3.561 -5.897  0.27

[3]
Here is 2 unconnected molecules or ions with the total composition C10H16 in a non-equilibrium geometry from the OMol25 dataset. Energies are from ωB97M-V/def2-TZVPD.

Calculated values
Max |F|: 0.043 Eh/bohr
Frontier orbital gap (spin up / spin down): 3.11 / 7.20 eV
Energy relative to the best compared isomer or geometry (same formula, charge and spin): 62.9 kJ/mol
Multiplicity: 2
Charge: -1

Last column: natural (NBO) charge in e.
Element x y z (Å)
C1 3.226 -0.623 -0.324  -0.62
C2 2.927 -1.067 1.106  -0.63
C3 -0.245 1.102 1.903  -0.22
C4 -1.709 -1.604 -2.098  -0.60
C5 -1.497 0.511 1.818  -0.36
C6 0.592 1.279 0.788  -0.40
C7 -1.951 0.171 0.520  -0.43
C8 -1.716 -0.081 -1.942  -0.41
C9 0.117 0.944 -0.535  -0.35
C10 -1.139 0.412 -0.620  0.00
H1 -0.664 -1.922 -2.229  0.19
H2 0.749 1.121 -1.394  0.18
H3 3.386 -1.959 1.514  0.18
H4 -1.842 -0.029 2.703  0.17
H5 3.398 -0.359 1.794  0.19
H6 0.233 1.229 2.877  0.17
H7 -2.018 -2.149 -1.208  0.21
H8 1.847 -1.092 1.239  0.25
H9 3.520 0.423 -0.354  0.20
H10 -2.809 0.141 -1.892  0.17
H11 4.041 -1.177 -0.814  0.18
H12 1.539 1.815 0.843  0.17
H13 -2.943 -0.206 0.317  0.17
H14 2.388 -0.693 -1.017  0.22
H15 -2.263 -1.845 -3.012  0.18
H16 -1.367 0.427 -2.826  0.19

[4]
Here is a molecular structure, CH3ClO3S2 in a non-equilibrium geometry from the OMol25 dataset. Energies are from ωB97M-V/def2-TZVPD.

Calculated values
Max |F|: 0.054 Eh/bohr
Frontier orbital gap: 9.60 eV
Energy relative to the best compared isomer or geometry (same formula, charge and spin): 0.0 kJ/mol
Charge: 0

Last column: natural (NBO) charge in e.
Element x y z (Å)
Cl1 -1.600 2.237 0.844  -0.18
S1 0.001 -1.042 -0.330  2.35
S2 -2.237 0.378 0.646  0.59
O1 -0.301 -1.897 0.722  -0.90
O2 0.482 -1.608 -1.553  -0.89
O3 -1.472 -0.205 -0.632  -0.86
C1 1.082 0.331 0.041  -0.90
H1 0.872 0.999 0.908  0.27
H2 1.140 0.957 -0.842  0.26
H3 2.034 -0.150 0.195  0.26

[5]
Here is 3 unconnected molecules or ions with the total composition C16H23ClF17O2P from the OMol25 dataset. Energies are from ωB97M-V/def2-TZVPD.

Calculated values
SMILES: CC[C@H](F)[PH3][C@@H](Cl)CC.FC(F)C(F)(F)COC(F)(F)C(F)F.FC(F)C(F)(F)COC(F)(F)C(F)F
Max |F|: 0.011 Eh/bohr
Frontier orbital gap: 9.06 eV
Charge: 0

Last column: natural (NBO) charge in e.
Element x y z (Å)
Cl1 -4.462 -1.051 1.761  -0.09
P1 -2.934 1.533 1.810  0.79
F1 -3.939 -1.303 -1.803  -0.32
F2 -2.773 0.530 -1.494  -0.33
F3 7.358 1.905 1.241  -0.31
F4 5.302 -1.129 -1.814  -0.32
F5 -0.472 -0.843 -1.819  -0.32
F6 -1.547 2.865 3.715  -0.39
F7 4.553 1.445 0.431  -0.32
F8 3.197 0.152 -0.708  -0.32
F9 -5.026 -3.964 -5.012  -0.32
F10 -2.886 -5.314 -4.221  -0.33
F11 5.649 0.173 2.651  -0.32
F12 9.039 0.690 1.968  -0.33
F13 7.209 1.171 3.824  -0.32
F14 5.221 -1.308 0.356  -0.32
F15 -1.763 -0.902 -3.574  -0.32
F16 -4.113 -2.049 -4.462  -0.32
F17 -3.822 -4.144 -2.612  -0.31
O1 -1.543 -2.714 -2.240  -0.51
O2 6.741 0.040 -0.637  -0.51
C1 -2.744 -0.826 -1.405  0.50
C2 0.860 1.967 1.125  -0.61
C3 7.658 -0.287 0.388  -0.13
C4 5.463 -0.450 -0.653  0.85
C5 -3.851 -3.322 -4.823  0.52
C6 -1.322 2.442 2.385  -0.09
C7 -0.057 1.613 2.310  -0.46
C8 7.724 0.657 1.599  0.60
C9 -5.911 2.802 1.758  -0.62
C10 6.979 0.240 2.870  0.52
C11 -5.792 1.291 1.966  -0.43
C12 -1.628 -1.351 -2.310  0.85
C13 -4.567 0.679 1.298  -0.50
C14 -3.070 -4.053 -3.727  0.60
C15 -1.665 -3.534 -3.385  -0.13
C16 4.438 0.689 -0.679  0.50
H1 -1.244 3.352 1.785  0.15
H2 0.483 1.798 3.239  0.23
H3 0.713 2.996 0.805  0.20
H4 -0.294 0.548 2.285  0.20
H5 8.631 -0.185 -0.088  0.23
H6 -3.291 -3.327 -5.763  0.14
H7 7.561 -1.328 0.700  0.21
H8 -1.101 -4.428 -3.128  0.23
H9 -5.216 3.365 2.378  0.21
H10 -6.919 3.115 2.020  0.22
H11 -4.694 0.698 0.216  0.21
H12 -1.182 -3.087 -4.254  0.21
H13 -5.722 3.076 0.720  0.21
H14 -2.189 0.387 1.425  -0.04
H15 -3.175 2.537 0.829  -0.04
H16 0.675 1.311 0.277  0.21
H17 7.339 -0.729 3.227  0.14
H18 -6.685 0.818 1.563  0.22
H19 -5.722 1.064 3.031  0.21
H20 4.590 1.315 -1.561  0.15
H21 1.902 1.880 1.424  0.22
H22 -2.565 -1.117 -0.367  0.17
H23 -3.402 1.600 3.158  -0.02

[6]
Here is 2 unconnected molecules or ions with the total composition C4H6N2O in a non-equilibrium geometry from the OMol25 dataset. Energies are from ωB97M-V/def2-TZVPD.

Calculated values
Max |F|: 0.081 Eh/bohr
Frontier orbital gap (spin up / spin down): 5.28 / 7.57 eV
Energy relative to the best compared isomer or geometry (same formula, charge and spin): 163.0 kJ/mol
Multiplicity: 3
Charge: 0

Last column: natural (NBO) charge in e.
Element x y z (Å)
O1 2.420 -2.276 0.479  -0.53
N1 0.424 -2.014 1.631  -0.75
N2 -0.454 0.400 -2.207  -0.66
C1 -0.386 0.971 0.087  0.06
C2 1.385 -2.120 0.979  0.85
C3 -0.900 1.364 1.214  -0.72
C4 0.174 0.508 -1.024  -0.04
H1 0.081 0.659 -2.975  0.38
H2 -1.354 0.684 1.801  0.21
H3 -0.839 2.323 1.496  0.23
H4 -1.493 0.723 -2.196  0.40
H5 -0.229 -1.330 1.808  0.42
H6 1.171 0.109 -1.092  0.16

Which value of max |F| does entry 3 give?
0.043 Eh/bohr

charge of number 4 (CH3ClO3S2)?
0

Which of these has the highest max |F|?
C4H6N2O